# 1
The following is a quantum chemistry calculation of a 2-piece molecular cluster, C3H8NO2S overall, from the Open Molecules 2025 dataset.

Properties
orbital gap	7.132	eV

```
! RIJCOSX wB97M-V def2-TZVPD def2/J DEFGRID3
* xyz -1 1
C 0.0273 -0.9051 -1.1821
C -1.4228 -0.2503 -0.7825
S -1.8916 0.5917 0.8721
C 1.1706 -0.4177 -0.4409
N 1.1469 -0.8254 0.9309
O 1.9045 0.5043 -0.8121
H 0.0969 -0.7685 -2.2734
H -0.0694 -2.0156 -1.0648
H -2.1489 -1.0442 -0.8940
H -1.4338 0.5415 -1.5298
H 1.6825 -0.3704 1.6914
H 0.1848 -1.1070 1.3247
H -0.2859 2.1606 1.7966
H 0.5386 1.5164 1.0043
O 0.5003 2.3896 1.3596
*
```

Löwdin atomic charge list, values in e, 5 entries: -0.198 -0.603 0.195 -0.575 0.078

***

# 2
The following is a quantum chemistry calculation of a 2-piece molecular cluster, C2H5NO3 overall, from the Open Molecules 2025 dataset.

Properties
orbital gap	10.548	eV
SMILES	O=CNC=O.O

```
! RIJCOSX wB97M-V def2-TZVPD def2/J DEFGRID3
* xyz 0 1
O 3.2846 0.5465 -0.4026
C 2.3384 -0.1412 -0.6221
N 1.1222 -0.0568 0.0941
C -0.0284 -0.3304 -0.6006
O -0.0599 -0.3044 -1.8144
H 2.3162 -0.9360 -1.3763
H 1.0846 0.0303 1.0936
H -0.9457 -0.5705 -0.0439
H -3.7190 0.3814 0.8933
H -2.5638 0.6313 1.8493
O -2.8292 0.7499 0.9297
*
```

Löwdin atomic charge list, values in e, 5 entries: 0.089 -0.300 0.088 -0.331 0.037

***

# 3
The following is a quantum chemistry calculation of a single C2H5BO molecule, from the Open Molecules 2025 dataset.

Properties
orbital gap	10.544	eV

```
! RIJCOSX wB97M-V def2-TZVPD def2/J DEFGRID3
* xyz 0 1
B -0.9404 -1.2551 0.2714
C 0.1459 -0.1630 0.0307
C 0.7275 1.1899 -0.1181
O 0.4352 -1.2751 -0.4390
H -1.0837 -1.8709 1.2734
H -1.8349 -1.1124 -0.4034
H 0.3688 1.8050 0.7082
H 1.8908 1.1830 -0.2507
H 0.2908 1.4987 -1.0725
*
```

Löwdin atomic charge list, values in e, 5 entries: -0.264 -0.232 -0.007 0.127 0.041

***

# 4
The following is a quantum chemistry calculation of a 2-piece molecular cluster, C5H10N2O overall, from the Open Molecules 2025 dataset.

Properties
orbital gap (spin up / spin down)	5.587 / 7.113	eV

```
! RIJCOSX wB97M-V def2-TZVPD def2/J DEFGRID3
* xyz 0 3
C -2.4347 -0.6959 0.1471
C 1.0675 0.6055 -0.4379
C -1.8918 -2.0243 0.0490
C 0.2483 1.4488 -1.3458
C 2.7152 0.2528 1.1674
N -2.8538 0.3435 0.4259
N 1.9575 1.0897 0.2984
O -3.2825 1.4446 0.5740
H 0.8386 -0.4756 -0.4490
H -2.5683 -2.6662 -0.5171
H -1.7483 -2.4516 1.0426
H -0.9284 -1.9991 -0.4642
H -0.7810 1.4701 -0.9892
H 0.2459 1.0322 -2.3512
H 0.6299 2.4634 -1.3670
H 2.5646 0.5953 2.1926
H 2.4484 -0.8115 1.0932
H 3.7728 0.3782 0.9312
*
```

Löwdin atomic charge list, values in e, 5 entries: -0.047 -0.341 -0.058 -0.101 -0.107

***

# 5
The following is a quantum chemistry calculation of a single C6H13NO2 molecule, from the Open Molecules 2025 dataset.

Properties
orbital gap	10.420	eV
SMILES	CC[C@H](C)[C@H](N)C(=O)O

```
! RIJCOSX wB97M-V def2-TZVPD def2/J DEFGRID3
* xyz 0 1
C 1.2150 -0.1969 -0.9180
C 1.6759 0.8531 0.0610
C -0.0641 -0.5984 -0.1011
C -0.0614 -0.9865 1.3990
C -1.0460 0.5859 -0.2162
C -2.5366 0.2707 -0.2433
H 2.0116 -1.6152 0.0624
H 3.1390 -0.9994 -0.9906
H 0.8992 0.0483 -1.9280
H -0.6227 -1.3912 -0.7020
H 0.7613 -1.8345 1.8675
H -1.1400 -1.1176 1.5576
H 0.0452 0.1341 1.9419
H -0.7913 1.4123 0.5655
H -0.6634 1.1015 -1.1857
H -2.9164 -0.3405 -1.0835
H -2.9780 -0.3131 0.6877
H -3.0934 1.2100 -0.0850
H 0.6617 2.4747 -0.7755
N 1.9590 -1.3239 -0.9499
O 2.2836 0.4732 0.9869
O 1.2620 2.1533 0.0494
*
```

Löwdin atomic charge list, values in e, 5 entries: -0.407 -0.561 -0.363 -0.065 -0.282

***

# 6
The following is a quantum chemistry calculation of a single C5H6N2O3 molecule, from the Open Molecules 2025 dataset.

Properties
orbital gap	9.541	eV
SMILES	O=[N+]([O-])[C@]1(O)CC=CC=N1

```
! RIJCOSX wB97M-V def2-TZVPD def2/J DEFGRID3
* xyz 0 1
C -1.0164 1.1054 -0.3526
C -1.0896 0.0155 0.3653
C 0.2630 1.5067 -0.9440
C -0.0470 -1.1029 0.5070
C 1.1585 -0.5873 -0.3385
N 1.2812 0.7166 -0.9281
N 0.9950 -1.4226 -1.6974
O 2.0322 -1.7996 -2.1871
O -0.1388 -1.5016 -2.1545
O 2.4231 -1.0796 0.0491
H -1.8511 1.8087 -0.3413
H -1.9559 -0.2571 0.8689
H 0.4557 2.4691 -1.4279
H 0.1653 -1.5478 1.4417
H -0.5318 -1.8259 -0.0759
H 3.0457 -0.5777 -0.4164
*
```

Löwdin atomic charge list, values in e, 5 entries: -0.067 -0.053 -0.087 -0.019 -0.394

***

# 7
The following is a quantum chemistry calculation of a single C4H4N2O2 molecule, from the Open Molecules 2025 dataset.

Properties
orbital gap	8.259	eV

```
! RIJCOSX wB97M-V def2-TZVPD def2/J DEFGRID3
* xyz 0 1
C -0.5193 0.7492 -0.1277
C 0.7680 0.6428 -0.2036
N 2.0137 0.7322 0.1095
C -1.2573 -0.6945 -0.2682
O -1.3207 1.7589 0.1546
C 0.1591 -1.6281 0.0658
O -2.2659 -0.7804 0.4519
N 0.8735 -2.4983 0.3310
H -2.1945 1.3543 0.3616
H 2.7321 0.6505 -0.5990
H 2.3165 0.6424 1.0736
H -1.3052 -0.9289 -1.3495
*
```

Löwdin atomic charge list, values in e, 5 entries: -0.249 -0.009 0.192 -0.469 0.118

***

# 8
The following is a quantum chemistry calculation of a 2-piece molecular cluster, CH5PS2 overall, from the Open Molecules 2025 dataset.

Properties
orbital gap	7.495	eV

```
! RIJCOSX wB97M-V def2-TZVPD def2/J DEFGRID3
* xyz 0 1
C 1.5225 -0.3152 0.1713
P -1.0169 -0.4801 -0.3660
S -2.4931 -1.3637 0.4791
S -1.1446 1.6482 -0.0785
H 2.0228 -1.1133 -0.2526
H 1.5874 0.5421 -0.4973
H 1.2146 -0.3484 1.1753
H -0.9263 -0.2507 -1.8232
H -0.7665 1.6811 1.1919
*
```

Löwdin atomic charge list, values in e, 5 entries: 0.013 -0.054 0.074 0.298 -0.033

***

One value per record, in order, for max |F|: 0.082 0.022 0.047 0.130 0.159 0.082 0.031 0.080 hartree/bohr.